Record 1
ORCA calculation (the ωB97M-V functional and the def2-TZVPD basis) on a molecular structure, C3H4FO4S at a distorted geometry.

Summary:
HOMO level = -5.0 eV
charge = -1
spin multiplicity = 1

Last column: natural (NBO) charge in e.
Geometry (Å):
C 0.12541 -0.09315 0.67564  0.037
C -2.23625 -0.06964 -0.35344  -0.659
C -0.95828 -0.65253 0.16673  0.299
O 2.40811 1.39549 1.04140  -1.003
O 1.27577 -0.75897 0.66278  -0.677
O 1.60178 0.74631 -1.26544  -0.997
O 3.64615 -0.20467 -0.27320  -0.988
F -0.80523 -1.98235 -0.19081  -0.365
S 2.31083 0.41626 -0.00995  2.494
H 0.22091 1.01316 0.96362  0.212
H -2.01707 0.18229 -1.35318  0.222
H -2.56687 0.77555 0.19275  0.216
H -3.00526 -0.76775 -0.25690  0.208

Cartesian forces (eV/Å) of the 6 atoms listed first:
-1.9 2.1 0.3
1.7 -0.3 1.2
0.0 -0.5 0.2
-0.7 0.7 0.1
2.0 0.1 0.0
0.6 0.1 1.8


Record 2
ORCA calculation (the ωB97M-V functional and the def2-TZVPD basis) on a single C3H4FP molecule at a distorted geometry.

Summary:
HOMO level = -10.1 eV
charge = 0
spin multiplicity = 1
structure (SMILES) = CC1=P(F)=C1

Last column: natural (NBO) charge in e.
Geometry (Å):
C -0.72184 1.19180 -0.31346  -0.490
C -0.06173 0.14914 0.21788  -0.158
C 1.23630 -0.53688 0.32921  -0.653
F -2.37389 -0.88669 -0.98258  -0.642
P -1.89482 0.12569 0.51012  1.004
H -0.75102 1.99189 -1.03230  0.241
H 1.70585 -0.58720 -0.54529  0.229
H 1.09347 -1.46713 0.76540  0.230
H 1.76768 0.01938 1.05103  0.239

Cartesian forces (eV/Å) of the 6 atoms listed first:
0.2 -1.8 0.7
-2.6 1.8 -0.7
-2.6 1.2 2.6
0.5 1.4 2.4
1.1 -1.5 -2.8
0.4 0.2 0.1


Record 3
ORCA calculation (the ωB97M-V functional and the def2-TZVPD basis) on 2 unconnected molecules or ions with the total composition C3H4FP at a distorted geometry.

Summary:
HOMO level (spin up / spin down) = -8.6 / -8.6 eV
charge = 0
spin multiplicity = 1

Last column: natural (NBO) charge in e.
Geometry (Å):
C -1.10955 -0.66985 -0.05325  -0.255
C -0.05802 -0.11913 -0.12350  -0.004
C 1.07151 0.71107 -0.04542  -0.716
F -5.25542 1.13275 0.55099  -0.585
P -5.14370 -0.24532 -0.27581  0.593
H -2.08261 -1.20734 -0.25447  0.243
H 0.88144 1.74648 -0.22597  0.242
H 1.95878 0.54276 -0.71306  0.241
H 1.63936 0.83079 0.97485  0.240

Cartesian forces (eV/Å) of the 6 atoms listed first:
-2.9 -1.8 -1.0
-0.1 0.0 0.5
4.5 1.6 1.4
0.0 -0.4 -0.3
-0.1 0.4 0.3
1.9 1.0 0.7


Record 4
ORCA calculation (the ωB97M-V functional and the def2-TZVPD basis) on a molecular structure, C3H4FeO2 at a distorted geometry.

Summary:
HOMO level (spin up / spin down) = -27.7 / -27.1 eV
charge = +3
spin multiplicity = 6

Last column: natural (NBO) charge in e.
Geometry (Å):
O -0.91645 0.36901 1.90984  -0.743
Fe -0.98994 -0.21226 0.05793  1.954
O -1.66616 0.77348 3.84369  -0.075
C -1.02423 1.02509 2.91090  1.098
C 1.21912 -0.31164 -0.95527  -0.172
C 0.28117 -0.33709 -1.92386  -0.276
H 1.66404 0.63059 -0.62186  0.299
H 1.59215 -1.23712 -0.50615  0.300
H -0.04073 0.58559 -2.41699  0.308
H -0.11898 -1.28565 -2.29824  0.306

Cartesian forces (eV/Å) of the 6 atoms listed first:
2.5 -0.1 -6.1
-0.7 0.4 1.7
2.1 3.6 0.6
-4.7 -3.9 4.4
2.6 0.1 2.3
-1.9 -0.1 -2.6


Record 5
ORCA calculation (the ωB97M-V functional and the def2-TZVPD basis) on a molecular structure, C3H4FeO3 at a distorted geometry.

Summary:
HOMO level (spin up / spin down) = -18.6 / -18.6 eV
charge = +2
spin multiplicity = 5

Last column: natural (NBO) charge in e.
Geometry (Å):
C -0.04581 -0.61157 0.43269  -0.065
C -1.25380 -0.41418 -0.27334  -0.231
O 1.15959 -0.94539 -0.21320  -0.828
H -0.06453 -0.95763 1.46876  0.291
H -2.18231 0.04780 -0.60837  0.331
H -1.45751 -1.26737 -0.93017  0.257
H 1.53114 -1.77526 0.11683  0.559
O -1.13196 1.78846 0.34720  -0.365
C 0.06531 1.66031 0.48696  1.007
O 1.13045 1.92536 0.01148  -0.727
Fe 2.24945 0.54946 -0.83884  1.772

Cartesian forces (eV/Å) of the 6 atoms listed first:
-3.3 1.8 0.7
1.2 -4.1 -1.2
0.1 -1.6 -0.9
0.2 1.2 0.3
-0.1 1.2 2.2
1.7 -0.2 -1.6


Record 6
ORCA calculation (the ωB97M-V functional and the def2-TZVPD basis) on a molecular structure, C3H4FeO4 at a distorted geometry.

Summary:
HOMO level (spin up / spin down) = -7.3 / -9.9 eV
charge = 0
spin multiplicity = 7

Last column: natural (NBO) charge in e.
Geometry (Å):
C -1.73543 0.09135 -0.19319  0.183
C -0.51548 -0.27091 -0.70864  0.030
O 0.47143 0.66457 -0.99600  -0.524
C 1.78310 0.28086 -0.77231  0.972
O 2.62971 1.09070 -1.13122  -0.616
O 1.95775 -0.77911 -0.10132  -0.921
O -2.65510 -0.87703 0.01974  -0.645
Fe 0.91505 -1.97260 1.06065  0.895
H -1.76197 0.93816 0.49894  0.199
H -0.51876 -1.12221 -1.40208  0.214
H -3.27338 -0.61433 0.70793  0.500
H -0.05203 -0.27006 1.30398  -0.285

Cartesian forces (eV/Å) of the 6 atoms listed first:
1.1 -0.6 2.2
-0.1 0.6 -1.8
-1.8 -0.7 0.4
2.0 2.9 -0.2
-1.2 -1.5 0.2
-0.2 -1.8 0.6


Record 7
ORCA calculation (the ωB97M-V functional and the def2-TZVPD basis) on a molecular structure, C3H4GdLiO4 at a distorted geometry.

Summary:
HOMO level (spin up / spin down) = -14.5 / -14.5 eV
charge = +2
spin multiplicity = 8

Last column: Löwdin charge in e.
Geometry (Å):
H 1.20868 0.20028 1.55328  0.156
C 1.30826 0.90462 0.72345  -0.420
C 2.42924 1.82590 0.61244  -0.057
O 2.35229 0.62412 -0.16877  0.008
H 2.29529 2.74944 0.04436  0.128
H 3.19829 1.83674 1.38887  0.123
O 0.08475 1.22909 0.16993  -0.048
H -0.84656 1.19079 0.83700  0.207
O -2.27431 0.26370 0.37669  0.188
C -1.70912 -0.31102 -0.51450  -0.289
Gd -4.00433 -6.09888 -2.65520  1.314
Li -2.47889 -3.05161 -1.33770  0.618
O -1.56359 -1.36315 -1.02986  0.072

Cartesian forces (eV/Å) of the 6 atoms listed first:
0.2 0.2 -0.1
0.4 -0.4 1.0
0.3 0.4 0.3
-0.7 -0.1 -0.1
0.0 -0.3 0.2
-0.2 0.0 -0.3


Record 8
ORCA calculation (the ωB97M-V functional and the def2-TZVPD basis) on a single C3H4I2O molecule at a distorted geometry.

Summary:
HOMO level = -9.0 eV
charge = 0
spin multiplicity = 1
structure (SMILES) = O/C(I)=C\CI

Last column: natural (NBO) charge in e.
Geometry (Å):
C -0.51519 1.04553 0.42262  -0.396
C 0.14550 0.08453 -0.57055  -0.405
C 0.53437 -1.21397 -0.42163  0.198
O 0.41308 -2.01704 0.64628  -0.684
I -1.38965 3.29035 -0.04456  -0.017
I 1.57136 -2.16758 -1.98654  0.157
H -1.39832 0.62306 0.88984  0.209
H 0.19917 1.36349 1.17581  0.213
H 0.38999 0.54047 -1.51819  0.237
H 0.04970 -1.54885 1.40692  0.489

Cartesian forces (eV/Å) of the 6 atoms listed first:
0.0 0.1 0.3
0.0 0.1 -0.4
-0.5 2.0 -0.3
0.0 -0.3 0.2
0.9 -2.4 0.0
-0.3 0.1 0.3


Record 9
ORCA calculation (the ωB97M-V functional and the def2-TZVPD basis) on 2 unconnected molecules or ions with the total composition C3H4IN3 at a distorted geometry.

Summary:
HOMO level (spin up / spin down) = -8.7 / -8.6 eV
charge = 0
spin multiplicity = 1

Last column: natural (NBO) charge in e.
Geometry (Å):
C -0.67278 0.30072 1.65620  0.267
C -0.21412 0.52193 -0.37293  0.246
C 0.68083 -0.41684 0.14557  0.057
N -1.03393 0.96754 0.60019  -0.492
N 0.17480 -0.77098 1.39684  -0.603
N -0.17732 0.80394 -1.71835  -0.719
I 1.36178 -2.72489 -2.06844  -0.191
H -0.92543 0.65400 2.62644  0.202
H 0.61786 -1.36353 2.08743  0.430
H 0.62752 0.40987 -2.19745  0.410
H -0.43920 1.61824 -2.15550  0.395

Cartesian forces (eV/Å) of the 6 atoms listed first:
-0.3 -1.2 0.3
-0.1 -0.1 -1.5
1.5 -3.3 0.1
-0.1 1.6 -0.5
-0.1 2.3 -1.1
1.1 -2.0 1.6


Record 10
ORCA calculation (the ωB97M-V functional and the def2-TZVPD basis) on a single C3H4INO molecule at a distorted geometry.

Summary:
HOMO level (spin up / spin down) = -8.8 / -8.7 eV
charge = 0
spin multiplicity = 1

Last column: natural (NBO) charge in e.
Geometry (Å):
C -2.74775 0.12010 0.01948  0.243
C -0.50200 0.62328 -0.17123  -0.263
C -0.31478 -0.88510 0.29415  -0.081
N -1.89776 0.93268 -0.17217  -0.379
O -1.24732 -1.64862 -0.35050  -0.658
I -4.71892 -0.09855 0.02295  0.367
H 0.09694 1.39596 0.52341  0.215
H -0.33414 0.86379 -1.27943  0.224
H 0.62326 -1.28321 -0.09269  0.198
H -0.30999 -0.77000 1.37965  0.134

Cartesian forces (eV/Å) of the 6 atoms listed first:
1.2 -1.1 -1.1
2.2 2.0 -0.8
-0.7 0.5 -2.1
-0.5 -0.1 1.8
-1.6 1.4 1.8
-0.6 -0.3 0.1


Please write out number 10 again, unchanged.
ORCA calculation (the ωB97M-V functional and the def2-TZVPD basis) on a single C3H4INO molecule at a distorted geometry.

Summary:
HOMO level (spin up / spin down) = -8.8 / -8.7 eV
charge = 0
spin multiplicity = 1

Last column: natural (NBO) charge in e.
Geometry (Å):
C -2.74775 0.12010 0.01948  0.243
C -0.50200 0.62328 -0.17123  -0.263
C -0.31478 -0.88510 0.29415  -0.081
N -1.89776 0.93268 -0.17217  -0.379
O -1.24732 -1.64862 -0.35050  -0.658
I -4.71892 -0.09855 0.02295  0.367
H 0.09694 1.39596 0.52341  0.215
H -0.33414 0.86379 -1.27943  0.224
H 0.62326 -1.28321 -0.09269  0.198
H -0.30999 -0.77000 1.37965  0.134

Cartesian forces (eV/Å) of the 6 atoms listed first:
1.2 -1.1 -1.1
2.2 2.0 -0.8
-0.7 0.5 -2.1
-0.5 -0.1 1.8
-1.6 1.4 1.8
-0.6 -0.3 0.1